[1]
65
Properties=species:S:1:pos:R:3:forces:R:3 method="wB97M-V/def2-TZVPD" homo_lumo_gap_ev=7.688 charge=0 max_force_ev_per_a=2.50 e_lumo_ev=-0.77 energy_ha=-1806.34687 de_lowest_kcal_mol=63.68
N -1.1472 -0.8586 -0.1873 -0.303 0.587 -0.201
C -0.9873 0.2730 -0.9169 0.267 0.593 0.525
N 0.2510 0.2642 -1.5079 0.954 0.453 -1.312
O -1.7260 1.2610 -0.9756 0.087 -1.492 -0.352
H -2.0160 -0.9924 0.3016 0.210 -0.484 0.114
H -0.3529 -1.5025 -0.2110 -1.123 0.071 0.365
H 0.6992 -0.6111 -1.7163 -0.159 -0.256 0.305
H 0.4330 0.9438 -2.2303 -0.250 0.296 0.310
N 1.4932 4.0579 -1.1539 -0.439 -0.310 -0.351
C 1.1942 4.4338 0.1211 -0.320 1.639 1.781
N 2.3099 4.5343 0.9204 0.441 -0.502 -0.646
O 0.1002 4.7928 0.5311 0.548 -0.502 -1.024
H 2.4228 3.7629 -1.3846 -0.044 -0.062 -0.240
H 0.7159 3.9937 -1.7864 0.192 -0.087 -0.083
H 3.1882 4.1954 0.5503 -0.060 0.114 0.562
H 2.2219 4.8112 1.8777 -0.234 -0.012 -0.010
N -3.3948 -1.7521 -2.8530 0.367 0.696 -0.045
C -4.4451 -2.5528 -2.5717 0.141 -2.429 0.576
N -5.6482 -2.1287 -3.0159 -0.519 0.796 -0.177
O -4.3116 -3.6580 -2.0313 -0.041 0.916 -0.390
H -2.5182 -1.9971 -2.4267 -0.099 0.038 0.187
H -3.5663 -0.7839 -3.0655 0.217 -0.008 -0.185
H -5.7441 -1.2273 -3.4472 -0.128 -0.094 -0.135
H -6.4106 -2.7767 -3.0571 0.036 -0.044 0.166
N -0.5129 1.4160 2.6939 0.059 -0.770 -0.997
C -0.6901 2.6812 3.1715 -0.431 0.686 -1.125
N -0.0696 2.9444 4.3547 0.207 0.467 1.119
O -1.2943 3.5103 2.5149 0.180 -0.566 1.279
H -0.7358 1.3156 1.7160 -0.109 -0.030 0.089
H -0.1684 0.6038 3.1661 0.040 0.157 0.349
H -0.4725 3.6815 4.9091 0.094 0.083 -0.167
H 0.4352 2.2473 4.8698 -0.125 -0.191 -0.087
N 4.4203 0.9293 0.6148 -0.086 -0.699 -0.443
C 4.6111 1.8674 -0.3498 0.039 0.624 1.788
N 4.9614 1.4185 -1.5826 0.513 0.548 -1.180
O 4.5443 3.0661 -0.0882 0.253 -0.546 -0.627
H 4.1484 1.1682 1.5494 -0.160 0.323 -0.110
H 4.4539 -0.0395 0.3598 -0.026 -0.107 0.191
H 5.1366 0.4661 -1.8450 -0.050 -0.210 0.505
H 5.6116 2.0714 -1.9998 -0.341 -0.046 -0.324
N 2.5600 -3.1639 -2.0276 -0.756 0.120 -0.500
C 1.9436 -3.1985 -0.8212 1.180 1.443 1.127
N 2.7761 -3.5910 0.1867 -0.787 -0.231 0.152
O 0.8522 -2.6710 -0.5650 0.753 -0.839 -0.843
H 2.1068 -2.6561 -2.7695 -0.006 -0.387 -0.082
H 3.3604 -3.7325 -2.2260 0.027 0.010 -0.106
H 3.6830 -3.9797 0.0168 0.025 -0.122 0.099
H 2.3765 -3.6054 1.1124 0.178 -0.307 -0.019
N -0.3393 -3.9187 1.7831 0.098 -0.272 -0.556
C -0.0568 -3.5448 3.0450 -0.347 -1.232 0.782
N 0.5319 -2.3228 3.1376 0.459 0.833 1.040
O -0.2915 -4.2338 4.0389 -0.007 0.732 -0.692
H -0.8303 -4.7795 1.6215 0.078 0.017 0.071
H 0.0269 -3.3879 1.0089 -0.401 -0.117 -0.180
H 0.6540 -2.0169 4.0900 0.246 0.036 -0.195
H 0.9491 -1.7918 2.3969 -0.254 -0.040 -0.218
O -2.7164 3.4922 0.1784 -0.552 0.500 -0.154
H -2.6256 3.3282 -0.7628 0.096 -0.113 0.001
H -3.0442 2.6624 0.5288 0.144 -0.077 0.040
O -2.6387 1.0159 -4.1652 0.026 -0.172 0.185
H -2.3846 0.8919 -3.2395 0.097 0.425 0.086
H -1.8256 0.8800 -4.6613 -0.067 -0.010 -0.034
O -3.7230 -2.0019 1.3497 0.109 0.310 -0.039
H -3.9711 -1.0771 1.2312 -0.184 -0.102 0.115
H -4.5140 -2.4281 1.6945 0.049 -0.044 -0.078

[2]
66
Properties=species:S:1:pos:R:3:forces:R:3 method="wB97M-V/def2-TZVPD" homo_lumo_gap_ev=8.280 charge=0 max_force_ev_per_a=10.88 e_lumo_ev=-0.14 energy_ha=-1272.17781 de_lowest_kcal_mol=522.99
C -1.5450 -2.7194 1.2430 -0.459 0.160 0.051
O -1.7131 -3.6343 0.1424 0.907 -0.340 1.498
H -1.0911 -1.7931 0.8906 -0.456 -0.951 -0.356
H -2.5391 -2.4896 1.6263 0.156 0.160 0.164
H -0.9280 -2.9822 2.1022 0.025 -1.340 -0.268
H -2.3287 -4.2702 0.5142 0.007 -0.406 -0.395
C -1.5388 2.6220 -2.0612 0.095 1.109 -0.411
O -1.4226 1.7602 -0.9529 -1.582 5.552 -0.071
H -2.4852 2.6018 -2.6016 -0.568 -0.032 0.448
H -1.3640 3.6755 -1.8427 0.050 -0.064 0.636
H -0.8363 2.4081 -2.8667 0.668 -0.208 0.034
H -1.3508 0.8885 -1.3486 0.062 5.651 1.234
C 0.4599 -0.0020 0.2488 -0.747 -0.080 0.281
O -0.9344 -0.0438 0.1125 3.304 -0.121 6.476
H 0.9594 -0.8826 -0.1552 -0.394 0.073 0.062
H 0.9144 0.8734 -0.2151 -2.339 -1.790 0.547
H 0.6875 0.0735 1.3121 -0.728 0.019 -1.407
H -1.1445 -0.0356 -0.8242 1.814 -2.161 3.012
C 1.9632 1.7464 2.2714 -1.052 0.609 1.055
O 2.5967 0.6333 1.6819 1.383 1.895 8.534
H 0.9170 1.6049 2.0002 -0.369 0.553 0.706
H 2.0874 1.8753 3.3466 0.211 -0.300 -0.091
H 2.2374 2.6482 1.7240 0.839 -0.415 1.736
H 2.7459 -0.0601 2.3288 0.187 -0.162 -0.335
C 3.7621 1.2577 -0.6802 2.098 -0.151 -0.624
O 2.7888 0.3448 -0.2748 4.448 3.853 3.941
H 3.3207 1.9566 -1.3908 0.890 -0.326 0.027
H 4.1456 1.7609 0.2073 0.500 0.246 -0.123
H 4.4998 0.6145 -1.1600 0.731 0.664 -0.010
H 2.5637 0.7334 0.5737 -0.559 -0.804 -0.716
C -2.0772 0.1392 -2.5646 -2.689 -2.013 -5.170
O -0.8687 -0.0565 -1.9173 2.568 -4.300 -9.214
H -2.9175 0.4584 -1.9480 0.609 0.004 0.178
H -1.9007 0.8113 -3.4044 -0.426 -0.075 0.164
H -2.3525 -0.8276 -2.9861 -0.146 0.270 -0.208
H -0.2522 -0.4504 -2.5390 0.939 -0.256 0.156
C -2.9584 0.1228 1.9284 -0.512 -0.541 1.802
O -4.2819 0.1298 1.3989 -0.983 1.958 1.426
H -3.0694 -0.3792 2.8896 0.455 -0.493 0.324
H -2.2349 -0.3723 1.2808 -0.780 1.029 2.827
H -2.5277 1.0754 2.2366 -0.693 0.730 -0.639
H -4.4239 -0.5832 0.7719 0.723 0.333 0.326
C 2.5989 -1.9230 -1.4540 1.804 0.416 -0.769
O 2.4101 -0.6366 -1.8754 -3.599 -4.217 -9.366
H 3.5014 -1.8273 -0.8504 0.069 -1.027 0.877
H 1.7639 -2.3900 -0.9317 -0.113 -0.219 0.106
H 2.9182 -2.4861 -2.3309 -0.327 -0.731 0.096
H 2.7316 0.0224 -1.2558 -1.180 -1.571 -2.518
C 1.4604 2.6666 -0.4430 0.398 1.292 -2.024
O 2.2515 3.3760 -1.4187 -0.092 1.460 0.314
H 1.8508 2.7591 0.5705 -0.858 0.893 -1.910
H 0.4527 3.0391 -0.6273 -0.003 -0.619 0.801
H 1.6434 1.6206 -0.6890 -0.462 2.030 -0.783
H 2.9232 3.8475 -0.9207 0.104 0.319 -0.332
C -3.2394 -1.8783 -1.0437 -0.700 -0.689 -1.186
O -2.9642 -0.9458 -0.0388 -3.098 -3.213 -4.891
H -3.9254 -2.6557 -0.7073 0.341 -0.215 0.595
H -3.7827 -1.5323 -1.9230 -0.448 0.918 0.109
H -2.3730 -2.3486 -1.5088 0.156 -0.144 0.467
H -2.0817 -0.5704 -0.0815 -0.426 -1.064 0.141
C 0.8701 -1.4859 2.4659 -0.211 1.097 0.776
O 1.0459 -2.1797 3.6719 -0.160 -0.633 0.070
H 1.1700 -0.4576 2.6679 0.117 -0.424 0.242
H 1.3940 -1.9068 1.6077 0.214 -0.117 0.118
H -0.1562 -1.3070 2.1455 0.306 -0.669 1.013
H 1.9735 -2.0340 3.8716 -0.015 -0.414 0.447

[3]
28
Properties=species:S:1:pos:R:3:forces:R:3 method="wB97M-V/def2-TZVPD" homo_lumo_gap_ev="8.889 / 5.853" charge=+2 max_force_ev_per_a=6.64 e_lumo_ev="-6.53 / -11.71" energy_ha=-1487.58524 spin_multiplicity=5 de_lowest_kcal_mol=7.52
Cl -1.0867 2.9299 -2.1676 -0.434 0.774 -0.104
C -0.4043 -1.2873 -1.1126 0.479 0.181 -0.174
C 1.0155 -1.4164 -0.8835 -0.242 -0.176 -0.776
C 1.6859 -0.4562 -1.7086 -0.180 -0.556 -0.967
H 1.4744 -2.1413 -0.2198 0.082 0.178 -0.216
C 0.6822 0.2644 -2.4838 -0.096 -1.359 0.652
C -0.6160 -0.2118 -2.0348 0.419 -0.558 -0.609
H -1.5637 0.2293 -2.3092 0.017 -0.333 -0.279
H -1.1532 -1.9422 -0.6969 -0.132 0.142 0.015
H 2.7577 -0.3039 -1.7387 -0.121 -0.066 -0.219
C 0.9165 1.4095 -3.3698 0.631 -0.360 0.193
Os 0.4428 0.6599 -0.3319 -0.551 -0.496 -0.294
C 1.9200 1.4796 0.4303 4.495 2.885 3.951
O 2.8228 1.9385 1.0146 -2.843 -1.549 -2.349
C -0.8720 1.8261 0.3533 -3.494 2.878 2.763
O -1.6799 2.5358 0.7944 2.218 -2.021 -1.232
H 1.8440 1.8969 -3.1161 0.392 0.234 -0.190
H 0.1238 2.1716 -3.1498 -0.089 0.174 -0.642
H 0.8871 1.1119 -4.4081 -0.186 0.182 -0.413
C -0.0709 -1.1970 4.0427 0.823 -0.506 0.077
S -0.1773 -1.1394 2.2138 -1.053 0.127 1.791
C -1.9740 -1.1862 1.9536 0.432 0.271 -0.087
H 0.9755 -0.9282 4.3136 -0.675 -0.358 -0.282
H -0.3137 -2.2308 4.4233 0.158 0.896 -0.491
H -0.7448 -0.4585 4.4985 -0.077 -0.193 -0.375
H -2.2609 -2.2444 1.8065 -0.028 0.417 0.070
H -2.4581 -0.7378 2.8281 0.038 -0.310 -0.135
H -2.1727 -0.5719 1.0585 0.020 -0.498 0.322

[4]
54
Properties=species:S:1:pos:R:3:forces:R:3 method="wB97M-V/def2-TZVPD" homo_lumo_gap_ev=7.139 charge=0 max_force_ev_per_a=8.91 e_lumo_ev=-1.90 energy_ha=-6355.85683
C -1.2940 -1.7002 2.0581 0.374 -0.851 -0.437
C -2.3006 -1.8061 0.7679 -0.322 -0.279 0.416
C -3.4950 -0.6364 0.7606 0.536 -0.670 -0.852
C -2.8797 0.8390 0.3751 0.114 1.559 -2.483
C -2.9500 1.4513 -0.9873 0.679 -1.687 2.830
O -3.6235 0.7830 -2.1264 2.332 0.615 2.278
C -2.2412 2.9172 -1.2158 -0.993 2.995 -4.507
O -2.5206 3.6524 -2.3280 1.819 -4.738 7.320
C -1.1324 3.5022 -0.1085 -0.225 -1.810 2.607
C -0.1979 4.7456 -0.6269 -0.868 0.184 -0.309
C 0.7629 4.3739 -1.9266 -1.123 -3.781 -3.687
O 0.5010 3.4268 -2.8321 1.439 5.568 5.865
C -1.0634 2.8911 1.2796 0.056 1.651 -4.248
O -0.0940 3.4418 2.2386 -2.015 -2.816 -1.986
C 0.7578 2.4042 2.8385 1.421 -0.984 1.875
C 2.2262 2.2131 2.1354 0.245 -0.747 0.999
N 2.2059 2.0806 0.6287 -0.967 0.085 1.370
C 1.5104 0.8157 0.1627 -0.200 0.033 -1.546
C 2.5235 -0.4112 -0.2515 -2.201 -1.325 -0.489
C 1.6657 -1.3955 -1.2924 0.079 -0.272 -0.174
O 2.7780 -1.2652 0.9545 -0.800 -0.123 -1.260
C -2.1457 1.6842 1.5729 -1.705 -1.189 5.223
O -2.5008 1.3780 2.8491 2.451 1.894 -7.765
H -1.8834 -1.9704 3.0323 1.107 0.790 -1.815
H -0.4568 -2.5428 1.9381 -1.739 1.838 0.234
H -0.7478 -0.6660 2.1628 -1.254 -2.056 -0.185
H -2.8316 -2.8721 0.8426 1.014 2.372 -0.183
H -1.7244 -1.8148 -0.2569 -0.997 0.250 2.010
H -4.0347 -0.6878 1.7994 1.140 0.569 -2.052
H -4.2528 -0.9926 -0.0880 1.564 1.181 1.851
H -3.1397 -0.0692 -2.3752 -0.681 1.782 0.835
H 0.4009 5.2843 0.2498 -1.158 -1.585 -1.903
H -0.9511 5.5796 -1.0294 1.586 -1.825 0.653
H 1.7403 5.0266 -2.1081 -2.037 -1.146 0.570
H 0.2687 1.3452 2.9275 0.407 2.216 -0.371
H 0.9706 2.7591 3.9580 -0.611 -0.704 -2.460
H 2.9492 3.0550 2.5428 -1.479 -1.513 -1.310
H 2.6684 1.1904 2.5629 -1.024 2.175 -0.817
H 1.7331 2.9488 0.2837 0.385 -1.388 0.141
H 0.7326 0.3779 0.9206 1.428 0.779 -1.287
H 0.9194 1.1083 -0.8302 1.196 -0.633 2.108
H 3.5122 -0.0684 -0.7818 -1.854 -0.593 1.485
H 1.2624 -0.8220 -2.2355 0.867 -1.044 1.849
H 0.7287 -1.9001 -0.7532 2.038 1.404 -0.930
H 2.3200 -2.3124 -1.6777 -1.227 2.081 0.861
H 2.1247 -2.0414 0.9670 1.324 1.912 -0.349
Br 2.2522 -4.8536 -4.0283 0.008 0.047 0.167
C 2.1615 -5.6221 -2.2376 0.169 -0.127 -0.229
C 0.7397 -5.9667 -1.8617 -0.066 -0.073 0.249
Br -0.2674 -4.3699 -1.3720 -0.126 -0.259 -0.086
H 2.6292 -4.9042 -1.5583 -0.212 -0.172 -0.116
H 2.7779 -6.5245 -2.2851 -0.175 0.130 0.050
H 0.7197 -6.5997 -0.9701 0.061 0.113 -0.158
H 0.1857 -6.4603 -2.6648 0.222 0.169 0.145

[5]
46
Properties=species:S:1:pos:R:3:forces:R:3 method="wB97M-V/def2-TZVPD" homo_lumo_gap_ev=7.919 charge=+1 max_force_ev_per_a=15.12 e_lumo_ev=-3.88 energy_ha=-958.98955 de_lowest_kcal_mol=464.34
C -1.2964 4.2234 0.8815 -8.963 -4.056 -9.066
H -2.0815 3.3841 1.1282 1.440 1.625 -0.098
H -1.0720 4.7410 1.5983 2.190 5.730 7.853
H -1.8309 4.8468 0.0153 0.330 -0.628 2.242
C -0.2332 3.6963 0.1732 5.028 -5.868 2.841
C 0.6104 2.8659 1.4199 2.032 2.882 -2.915
C 1.8605 2.1971 1.0005 3.880 -0.393 -2.730
N 1.5135 1.2178 -0.4518 -2.529 -1.823 6.127
C 0.9250 2.0482 -1.5128 -3.507 -1.716 2.889
C -0.4011 2.7042 -0.9163 9.191 8.083 -3.189
H -0.5564 3.2674 -1.7895 -1.719 0.846 -1.288
H -0.9931 2.0507 -0.7505 -7.749 -8.216 1.895
H 0.4677 1.4073 -2.2971 1.175 0.305 0.086
H 1.7268 2.6708 -1.7393 0.849 1.577 -1.254
C 2.6333 0.4382 -0.9491 -0.811 -4.794 11.867
H 3.4314 0.3361 0.1097 -1.973 0.386 -3.226
H 3.0335 1.0337 -1.5049 5.244 5.738 -7.182
C 2.2520 -0.9064 -1.2865 4.059 -2.075 -6.074
H 2.9286 -1.3510 -2.3075 -1.858 1.748 2.567
H 1.3257 -0.8905 -1.6624 -3.798 0.191 -1.720
C 2.3129 -2.0144 -0.4052 4.649 -2.593 7.573
H 3.4264 -2.5802 -0.2919 -2.948 1.123 -1.040
H 2.4014 -1.6825 0.7015 -0.328 0.396 -1.157
C 1.2569 -3.0036 -0.2821 -3.576 -0.248 -6.722
H 1.1293 -3.4837 -1.7235 0.002 1.104 4.137
H 1.2201 -3.9261 0.2753 0.443 0.374 0.618
O -0.1587 -2.1570 -0.0684 14.820 0.841 -2.896
C -1.0886 -2.8600 0.0295 -10.054 5.691 4.068
C -1.4858 -4.0315 0.0485 0.891 -11.790 -2.554
C -2.8262 -4.5881 0.2714 6.986 -1.815 -2.348
C -3.7230 -3.7549 0.5432 -8.319 4.628 4.191
C -3.5538 -2.3191 0.6864 5.109 -2.960 -0.712
C -2.1953 -1.9346 0.5577 -4.821 1.362 -0.313
N -2.0819 -0.4344 0.7758 7.387 -3.896 -1.805
O -2.9242 0.2576 1.1548 -0.498 1.642 0.331
O -0.6809 -0.1897 0.5322 -5.945 2.394 1.789
H -4.3147 -1.6808 0.9717 -1.343 1.117 0.480
H -4.6970 -4.1069 1.0673 1.225 0.348 -1.797
H -2.9683 -5.6177 0.0497 -0.122 -0.715 0.468
H -0.5794 -4.7565 -0.3598 -2.694 1.188 1.112
H 0.7264 0.4973 0.1932 1.734 2.409 -2.857
H 2.5292 1.5421 1.7918 -2.175 1.172 -2.162
H 2.6326 2.9091 0.4904 -1.216 -1.005 1.102
H 0.8472 3.5140 2.2538 -0.246 0.173 0.208
H 0.0138 2.1175 1.6229 -3.586 -3.536 1.987
H 0.5380 4.3031 -0.0450 2.116 3.054 -1.327